(i)
This record from OMol25 describes one molecule with the formula CH3NO3. The level of theory is the ωB97M-V functional and the def2-TZVPD basis.

Last column: Löwdin charge in e.
CARTESIAN COORDINATES (ANGSTROEM)
1 C 0.628 -0.357 -0.317  -0.066
2 N 0.190 0.958 0.208  -0.039
3 O -1.104 1.022 -0.172  -0.081
4 O -1.686 -0.457 -0.040  -0.067
5 O -0.561 -1.198 0.178  -0.116
6 H 0.834 -0.327 -1.319  0.091
7 H 1.488 -0.732 0.202  0.121
8 H 0.212 1.091 1.259  0.157

Orbital gap (eV): 10.51
Net charge: 0
Spin multiplicity: 1
LUMO energy (eV): 0.92
Molar mass (g mol⁻¹): 77.04

***

(ii)
This record from OMol25 describes CH3NO3 as an isolated structure. The level of theory is the ωB97M-V functional and the def2-TZVPD basis.

Last column: Löwdin charge in e.
CARTESIAN COORDINATES (ANGSTROEM)
1 C 1.377 1.144 0.122  -0.034
2 N -1.216 -0.904 0.370  0.018
3 O 2.501 1.241 0.278  0.180
4 O 0.648 -0.245 -0.977  -0.172
5 O -0.712 -0.108 -0.763  -0.301
6 H 0.403 1.642 0.378  0.146
7 H -2.217 -0.894 0.235  0.063
8 H -0.784 -1.876 0.356  0.099

Orbital gap (eV): 9.37
Net charge: 0
Spin multiplicity: 1
LUMO energy (eV): 0.62
Molar mass (g mol⁻¹): 77.04

***

Least stable = (i)

***

(i)
This record from OMol25 describes an isolated ion of composition C3H7N2S2 and charge +1. The level of theory is the ωB97M-V functional and the def2-TZVPD basis.

Last column: Löwdin charge in e.
CARTESIAN COORDINATES (ANGSTROEM)
1 C 1.010 1.335 -0.515  -0.284
2 C 0.122 -0.007 1.313  -0.264
3 C -0.690 -0.721 0.243  -0.929
4 N -0.035 1.137 -1.177  0.116
5 N 1.214 0.766 0.703  -0.011
6 S -2.374 -0.425 0.164  0.910
7 S 0.184 -1.987 -0.671  0.899
8 H 1.838 1.851 -1.012  0.149
9 H -0.338 0.589 2.156  0.148
10 H 0.712 -0.857 1.928  0.180
11 H -0.340 1.685 -1.894  0.054
12 H 2.190 0.434 0.929  0.174
13 H -2.762 -1.568 -0.570  -0.037
14 H -0.731 -2.232 -1.595  -0.105

Orbital gap (eV): 8.17
Net charge: +1
Spin multiplicity: 1
LUMO energy (eV): -5.47
Molar mass (g mol⁻¹): 135.24

***

(ii)
This record from OMol25 describes a 2-piece molecular cluster, C3H7N2S2 overall. The level of theory is the ωB97M-V functional and the def2-TZVPD basis.

Last column: Löwdin charge in e.
CARTESIAN COORDINATES (ANGSTROEM)
1 C 1.630 0.453 -1.199  -0.402
2 C 2.736 0.595 -0.204  -0.628
3 C 0.334 0.049 -0.664  -0.720
4 N -0.741 0.584 -0.192  0.161
5 N -2.377 -1.016 1.136  0.077
6 S 2.440 0.710 1.347  0.850
7 S 0.827 -1.293 -1.566  1.067
8 H 1.649 0.977 -2.162  0.128
9 H 3.632 0.802 -0.659  0.034
10 H -1.447 -0.151 0.158  0.049
11 H -0.887 1.639 0.094  0.215
12 H -2.074 -0.451 1.822  0.009
13 H -2.352 -2.025 1.148  0.076
14 H -3.370 -0.873 0.942  0.083

Orbital gap (eV): 7.96
Net charge: +1
Spin multiplicity: 1
LUMO energy (eV): -5.13
Molar mass (g mol⁻¹): 135.24

***

Least stable = (ii)

***

(i)
This record from OMol25 describes a 2-piece molecular cluster, C7H8O2S overall. The level of theory is the ωB97M-V functional and the def2-TZVPD basis.

Last column: Löwdin charge in e.
CARTESIAN COORDINATES (ANGSTROEM)
1 C -2.757 0.666 -0.304  -0.134
2 C -2.005 1.325 0.647  -0.100
3 C -2.444 -0.579 -0.750  -0.110
4 C -0.833 0.733 1.102  -0.032
5 C -1.358 -1.208 -0.200  -0.012
6 C -0.494 -0.619 0.766  -0.425
7 C 3.572 -0.615 -0.672  -0.228
8 O 1.649 1.140 -0.387  -0.444
9 O 0.598 -1.195 1.178  -0.104
10 S 2.383 0.135 0.258  0.835
11 H -3.799 1.142 -0.585  0.142
12 H -2.367 2.393 1.036  0.150
13 H -2.987 -1.125 -1.587  0.133
14 H -0.060 1.322 1.643  0.118
15 H -1.068 -2.134 -0.596  0.097
16 H 3.908 -1.455 0.043  0.050
17 H 3.469 -0.996 -1.621  -0.015
18 H 3.143 0.690 1.358  0.078

Orbital gap (alpha / beta) (eV): 6.02 / 7.45
Net charge: 0
Spin multiplicity: 1
LUMO energy (alpha / beta) (eV): -1.81 / -0.94
Molar mass (g mol⁻¹): 156.21

***

(ii)
This record from OMol25 describes one molecule with the formula C7H8O2S. The level of theory is the ωB97M-V functional and the def2-TZVPD basis.

Last column: Löwdin charge in e.
CARTESIAN COORDINATES (ANGSTROEM)
1 C -2.508 -0.638 0.438  -0.083
2 C -1.166 -0.236 0.167  -0.361
3 C -0.272 -1.161 -0.192  0.054
4 C 1.338 -0.678 -0.297  -0.564
5 O 2.075 -1.460 -1.094  0.012
6 S 2.024 -0.190 1.531  0.726
7 C 1.572 0.830 -0.179  -0.607
8 O 2.522 1.491 -0.886  0.025
9 C 0.374 1.653 0.064  -0.050
10 C -0.836 1.163 0.272  -0.049
11 H -3.159 0.214 0.060  0.105
12 H -2.673 -0.606 1.513  0.083
13 H -2.865 -1.748 0.281  0.131
14 H -0.362 -2.198 -0.295  0.086
15 H 1.556 -2.319 -1.178  0.141
16 H 3.395 1.325 -0.480  0.124
17 H 0.603 2.686 -0.096  0.119
18 H -1.618 1.872 0.372  0.107

Orbital gap (eV): 8.74
Net charge: 0
Spin multiplicity: 1
LUMO energy (eV): 0.18
Molar mass (g mol⁻¹): 156.21

***

Least stable = (i)